# 1
{
  "formula": "C26H33N3O6",
  "method": "wB97M-V/def2-TZVPD",
  "elements": ["O", "O", "O", "O", "O", "O", "N", "N", "N", "C", "C", "C", "C", "C", "C", "C", "C", "C", "C", "C", "C", "C", "C", "C", "C", "C", "C", "C", "C", "C", "C", "C", "C", "C", "C", "H", "H", "H", "H", "H", "H", "H", "H", "H", "H", "H", "H", "H", "H", "H", "H", "H", "H", "H", "H", "H", "H", "H", "H", "H", "H", "H", "H", "H", "H", "H", "H", "H"],
  "xyz": [[4.197132, -4.678221, 4.373422], [-0.361999, -1.123684, 2.686888], [2.761504, -0.147493, -0.422906], [0.812572, 2.746672, -2.423593], [3.311240, -2.704655, 5.608978], [-2.361374, 0.867889, 2.431995], [3.114928, -3.665376, 2.061741], [-3.011388, 1.604127, -1.525293], [-0.943650, 1.543476, 0.504834], [0.106246, 0.767802, -1.568441], [-1.413871, 0.822000, 1.810417], [2.029232, -0.625597, 0.651114], [-0.283423, -0.339081, -4.144579], [2.610974, -1.801857, 2.868872], [-0.326451, -0.518627, -1.524292], [-4.142032, 0.962080, -1.559066], [0.705958, -0.123522, 0.784972], [-1.684577, 2.625137, 0.171498], [2.884456, -3.629369, -0.451039], [2.529785, -1.715879, 1.329998], [-2.868157, 2.501768, -0.317741], [-0.605527, -1.158941, -2.965091], [3.214033, -2.837780, 3.285637], [-3.965365, -0.594077, -0.714282], [3.544017, -3.487435, 4.414990], [0.244567, 1.496204, -2.739141], [0.300037, 1.144156, 0.106108], [3.977255, -3.240163, 6.815254], [2.435030, -0.471490, 3.945325], [0.065731, 0.866600, -3.780307], [2.935832, -2.954603, 1.004926], [-0.217394, -0.407336, 1.641233], [1.154199, 3.612636, -3.547878], [-4.190481, 3.266013, -3.202826], [-2.960701, 2.197910, -2.924286], [3.436290, -0.889185, -0.465292], [-0.777664, -0.630161, -5.187275], [-2.179663, 3.179069, -2.550814], [-0.643485, -1.156282, -0.971349], [-3.656997, 1.967220, 0.551646], [3.865831, -3.662477, -0.822451], [-5.079458, 2.521362, -3.447808], [3.032335, -0.462888, 4.674166], [-1.030319, -2.018372, -3.245206], [-4.236349, 0.294463, -2.629012], [-3.644791, -0.220791, 0.528442], [3.604040, -2.657850, 7.491806], [3.578775, -4.597275, 2.093321], [2.455337, 0.500535, 3.329716], [1.536572, 4.445861, -2.755921], [3.337339, -4.132803, 6.933819], [0.227524, 1.566050, -4.729807], [0.118419, 3.726768, -3.962792], [1.010988, 2.140556, -0.040929], [1.125827, -0.851185, 4.269833], [-4.131508, 3.788758, -4.144094], [-3.089911, -1.069253, -0.964882], [-3.658049, 3.292439, -0.460282], [-1.000415, 3.190506, -0.591817], [-1.687536, 3.338679, 0.942158], [1.832899, 3.094429, -3.976820], [4.815261, -3.533029, 6.817377], [-5.130396, 1.143650, -1.303578], [2.037843, -2.876452, -0.893218], [2.285222, -4.710539, -0.384447], [-2.646126, 1.656723, -3.595802], [-4.736802, -1.142790, -0.663046], [-4.569370, 3.964980, -2.533079]],
  "forces_ev_per_angstrom": [[-3.773, 6.361, 0.813], [1.286, -0.080, -3.027], [0.313, -2.185, 1.512], [-0.983, -1.524, -0.692], [2.194, -2.106, -2.990], [-3.567, 0.973, 2.790], [3.552, -3.383, 3.351], [2.937, 3.229, -1.447], [-3.058, -3.845, 6.474], [-0.365, -2.016, 5.262], [7.536, -2.051, -8.255], [-3.322, 2.210, -2.832], [-4.377, -6.649, 1.836], [-1.291, 10.795, 0.214], [1.783, 4.190, -14.491], [-2.567, -12.066, -1.633], [6.910, 2.445, -3.369], [10.421, 5.847, -0.426], [-5.436, 0.644, 2.749], [0.284, -0.173, 5.763], [-14.551, -3.927, -2.923], [3.029, 6.466, 0.398], [-1.265, -4.775, -5.242], [5.009, 8.935, 4.099], [4.666, -5.397, 5.912], [2.940, 4.097, 10.412], [2.437, 3.502, -6.209], [-13.110, -1.025, -4.084], [-9.162, -2.579, -8.725], [0.947, 3.930, -12.487], [-0.830, -2.159, -4.598], [-7.075, -1.151, 10.929], [-5.492, 3.635, 7.359], [-1.296, -5.683, -2.898], [-1.162, 13.714, 11.522], [-0.365, 1.664, -0.478], [1.814, 0.650, 2.287], [-0.886, -2.877, -2.075], [-3.173, -6.654, 8.096], [2.388, 0.694, -2.207], [0.895, -0.103, -1.169], [1.151, 1.622, 0.617], [4.671, -0.368, 5.725], [-1.624, -3.696, 0.144], [0.005, 2.328, 2.199], [-1.274, -1.263, -3.507], [-1.099, 3.823, 4.236], [-0.619, 1.013, -0.216], [-0.344, -1.565, 1.037], [-0.664, -0.989, -3.204], [0.647, -0.239, 0.507], [-0.176, -1.097, 1.527], [1.554, 0.909, -0.761], [-0.876, -2.685, 1.213], [4.173, 1.886, -0.706], [0.770, 0.131, -0.427], [1.874, -1.074, -1.224], [1.848, 0.603, 0.068], [-0.950, -0.460, 0.710], [-0.101, 1.140, 1.581], [4.736, -2.538, -4.108], [12.022, -3.031, -0.682], [-1.734, 1.943, 0.621], [2.546, -1.953, -0.067], [2.021, 2.829, -0.137], [2.994, -5.659, -6.848], [-5.912, -4.022, 0.206], [0.127, 0.839, 1.974]],
  "nbo_charge": [-0.6428, -0.5847, -0.6175, -0.5281, -0.5027, -0.5153, -0.4852, -0.5033, -0.4980, 0.0413, 0.6927, 0.5145, -0.2234, 0.2152, -0.1953, -0.1729, -0.3221, -0.2752, -0.6641, -0.3330, -0.2259, -0.1846, -0.1546, -0.5642, 0.7638, 0.2206, 0.0075, -0.1981, -0.5781, -0.2845, 0.2959, 0.4122, -0.2465, -0.6592, -0.1079, 0.4886, 0.2276, 0.1547, 0.1812, 0.2194, 0.2297, 0.1927, 0.1744, 0.1862, 0.1814, 0.1548, 0.1896, 0.4379, 0.2117, 0.2144, 0.1841, 0.1867, 0.2005, 0.2138, 0.2683, 0.2162, 0.1847, 0.2288, 0.1994, 0.2183, 0.1709, 0.1670, 0.1848, 0.2489, 0.2496, 0.1583, 0.1645, 0.2145],
  "e_tot_ha": -1625.34188,
  "homo_lumo_gap_ev": 7.429,
  "e_lumo_ev": -0.561,
  "de_lowest_kj_mol": 2526.03,
  "spin_multiplicity": 1,
  "max_force_ev_per_a": 17.9
}



# 2
{
  "formula": "C4H9N3O2S",
  "method": "wB97M-V/def2-TZVPD",
  "elements": ["S", "O", "O", "N", "N", "N", "C", "C", "C", "C", "H", "H", "H", "H", "H", "H", "H", "H", "H"],
  "xyz": [[0.668120, -0.668963, -1.521770], [1.688759, -1.446926, -0.829681], [-0.288051, -1.428516, -2.307250], [-1.739676, 1.590191, 0.460930], [-0.948232, 1.355775, -0.455591], [-0.820248, -0.479638, 0.837696], [1.300226, 0.789391, -2.380010], [-1.583051, 0.605209, 1.475115], [-0.162944, -1.387575, 1.721639], [-0.219347, 0.205069, -0.145373], [1.898728, 1.352483, -1.573253], [-0.922779, -1.877580, 2.252981], [0.325946, 1.370689, -2.397749], [-2.522262, 0.269740, 1.750041], [2.024970, 0.762443, -3.184208], [-0.980772, 0.832059, 2.405864], [0.397770, -2.109401, 1.212599], [1.333156, 1.181472, 0.335954], [0.549685, -0.915922, 2.342065]],
  "forces_ev_per_angstrom": [[0.615, -1.349, 0.727], [-0.526, 0.874, -0.766], [0.462, 1.118, 0.288], [-0.107, 1.083, 0.419], [-0.290, 0.478, -0.807], [-0.348, 1.155, -0.398], [-0.434, 1.665, 2.880], [1.650, -1.261, 0.966], [-0.212, -0.022, -0.660], [4.018, 0.346, -0.799], [-0.957, -1.019, -0.904], [-0.842, -0.707, 1.115], [1.356, -0.354, -1.073], [-1.981, -0.639, 0.847], [-0.765, -0.757, -0.624], [-0.618, 0.891, -0.857], [0.577, -1.079, -1.133], [-2.267, -1.439, -0.262], [0.669, 1.016, 1.039]],
  "nbo_charge": [2.1208, -0.9381, -0.9116, -0.0929, -0.1742, -0.4230, -0.9056, -0.1308, -0.4119, 0.0610, 0.2682, 0.2078, 0.2764, 0.2177, 0.2777, 0.2147, 0.2445, -0.0999, 0.1993],
  "e_tot_ha": -870.54115,
  "homo_lumo_gap_ev": [8.134, 8.130],
  "e_lumo_ev": [-0.796, -0.796],
  "de_lowest_kj_mol": 554.51,
  "spin_multiplicity": 1,
  "max_force_ev_per_a": 4.1
}